Molecular formula: C2H5NO2
Method: DFT, wB97M-V/def2-TZVPD

Last column: Löwdin charge in e.
Element x y z (Å)
1 N 0.600 -0.028 -1.311  0.132
2 C 0.860 1.056 -0.559  -0.442
3 O 0.064 1.768 0.008  -0.001
4 H 1.346 -0.558 -1.718  0.098
5 H -0.354 -0.301 -1.495  0.107
6 H 1.951 1.233 -0.499  0.128
7 C -1.121 -0.769 1.401  -0.145
8 O -1.085 -1.803 0.781  -0.029
9 H -0.751 -0.750 2.441  0.085
10 H -1.509 0.151 0.950  0.067

Largest force on an atom = 0.94 eV/Å
HOMO = -10.0 eV
HOMO-LUMO gap = 10.9 eV
SMILES = NC=O.C=O